Entry 1:
C3H6N2O | ωB97M-V/def2-TZVPD

Kohn-Sham gap   11.160 eV
SMILES   N#C[C@H](O)CN
F_max   0.021 Eh/bohr
Energy relative to the best compared isomer or geometry (same formula, charge and spin)   145.17 kJ/mol
E_HOMO   -10.52 eV

The geometry in ORCA input format:
```
! RIJCOSX wB97M-V def2-TZVPD def2/J DEFGRID3
* xyz 0 1
N -1.80356 0.59466 2.52823
C -0.95896 0.36357 1.77468
C 0.12551 0.11093 0.80702
O 0.84645 1.30006 0.68455
C -0.45858 -0.41155 -0.52740
N 0.64867 -0.22546 -1.45843
H 0.76496 -0.68155 1.23644
H 1.10585 1.44005 -0.24123
H -1.30574 0.20998 -0.83921
H -0.84263 -1.45117 -0.43097
H 1.44407 -0.74362 -1.13422
H 0.43396 -0.50590 -2.39945
*
```

---

Entry 2:
C27H28B2CoF4N5O5P | ωB97M-V/def2-TZVPD

Kohn-Sham gap (alpha / beta)   6.206 / 6.810 eV
F_max   0.027 Eh/bohr
Energy relative to the best compared isomer or geometry (same formula, charge and spin)   166.39 kJ/mol
E_HOMO (alpha / beta)   -14.55 / -15.14 eV

The geometry in ORCA input format:
```
! RIJCOSX wB97M-V def2-TZVPD def2/J DEFGRID3
* xyz 2 2
Co -0.23057 -0.00010 1.02319
C -0.48580 3.12570 4.01105
C -0.63528 1.84959 3.26103
N -0.08428 1.78832 1.91625
O 1.02228 2.54263 1.71865
B 2.32652 1.69840 2.12467
F 2.05054 1.15899 3.34864
F 3.33734 2.55818 1.99687
O 2.50262 0.61541 1.10235
N 1.61412 -0.36828 1.06825
C 1.97994 -1.58236 0.85371
C 3.39692 -2.01510 0.79602
C 0.81545 -2.48572 0.73870
N -0.29604 -1.84658 0.78135
O -1.48708 -2.45519 0.86088
B -1.78006 -2.81487 2.29108
F -3.05992 -3.16282 2.41676
F -0.82450 -3.63432 2.79928
O -1.63341 -1.44633 3.16073
N -1.02158 -0.37651 2.78722
C -1.11566 0.65746 3.69664
C -1.72329 0.40997 5.03156
C 0.95572 -3.95395 0.59371
H -0.36567 3.96968 3.33367
H 0.39485 3.09402 4.65620
H -1.35795 3.30216 4.63808
H 3.73818 -2.26439 1.80515
H 4.03105 -1.21015 0.43134
H 3.51277 -2.89884 0.17303
H -1.10817 -0.30199 5.58467
H -2.71004 -0.03952 4.92565
H -1.79652 1.32959 5.60364
H 1.37730 -4.37914 1.50662
H -0.00750 -4.41795 0.41053
H 1.63504 -4.17505 -0.23166
O -0.52801 2.89242 -0.10280
N -1.04421 2.13737 0.84786
C -2.11572 1.39562 0.67022
C -2.64753 1.19684 -0.67707
C -3.98778 1.42678 -0.96340
C -4.46558 1.20327 -2.24322
C -3.61513 0.72211 -3.22993
C -2.28521 0.44667 -2.93568
C -1.77859 0.68791 -1.66529
P -0.05361 0.22762 -1.27717
C 1.03130 1.46940 -2.01757
C 0.49813 2.45320 -2.85401
C 1.33940 3.36894 -3.46403
C 2.70945 3.32015 -3.24115
C 3.24156 2.34994 -2.40250
C 2.40850 1.42655 -1.79041
C 0.24939 -1.34594 -2.10931
C 1.47388 -1.62185 -2.71643
C 1.68491 -2.86064 -3.30732
C 0.68228 -3.81912 -3.30097
C -0.54178 -3.54281 -2.70032
C -0.75997 -2.31482 -2.10106
H 0.38787 3.10844 0.24640
H -2.61567 1.07547 1.57806
H -4.65192 1.79435 -0.19075
H -5.50508 1.39698 -2.47049
H -3.99086 0.54209 -4.22828
H -1.64125 0.03044 -3.70100
H -0.56687 2.51509 -3.03245
H 0.92065 4.12435 -4.11543
H 3.36188 4.04014 -3.71647
H 4.30660 2.31246 -2.21672
H 2.84291 0.69170 -1.12836
H 2.25166 -0.87298 -2.76683
H 2.62955 -3.06743 -3.79276
H 0.84799 -4.77863 -3.77264
H -1.32907 -4.28521 -2.70222
H -1.71142 -2.11778 -1.62402
*
```